{"formula": "C36H69F5N2O15S", "method": "ωB97M-V/def2-TZVPD", "symbols": ["C", "C", "N", "C", "C", "C", "C", "O", "O", "C", "O", "C", "S", "O", "O", "C", "F", "F", "C", "F", "F", "F", "C", "C", "C", "C", "C", "N", "C", "C", "C", "C", "C", "C", "O", "C", "C", "C", "C", "C", "C", "H", "H", "H", "H", "H", "H", "H", "H", "H", "H", "H", "H", "H", "H", "H", "H", "H", "H", "H", "H", "H", "H", "H", "H", "H", "H", "H", "H", "H", "H", "H", "H", "H", "C", "O", "H", "H", "H", "H", "C", "O", "H", "H", "H", "H", "C", "O", "H", "H", "H", "H", "C", "O", "H", "H", "H", "H", "C", "O", "H", "H", "H", "H", "C", "O", "H", "H", "H", "H", "C", "O", "H", "H", "H", "H", "C", "O", "H", "H", "H", "H", "C", "O", "H", "H", "H", "H"], "coordinates": [[-3.0670, -2.1331, -1.1031], [-1.8560, -1.9030, -0.0271], [-1.8398, -0.4514, 0.2679], [-0.7194, -0.0031, 1.1206], [-0.2009, -1.1412, 2.1317], [-1.2606, -1.6095, 3.2539], [-0.8524, -0.9259, 4.6829], [-2.6347, -1.2470, 3.0248], [-0.9773, 1.0721, 2.1173], [0.1287, 1.9788, 2.3283], [0.1540, 2.8970, 3.1803], [1.2963, 1.6009, 1.2251], [2.8730, 1.0245, 1.9506], [3.9955, 1.6254, 1.0995], [3.0122, 1.7563, 3.2872], [3.2835, -0.7117, 2.2549], [2.7627, -1.7411, 1.4558], [2.9544, -1.0459, 3.6248], [4.9105, -0.8884, 2.1978], [5.3765, -0.9998, 0.8764], [5.5998, 0.0417, 2.9971], [5.1486, -2.1749, 2.8040], [0.3745, 0.7951, 0.1880], [0.9911, -0.3310, -0.7755], [2.4986, -0.0527, -1.3066], [2.7350, 1.3920, -1.9462], [4.2491, 1.8902, -2.0743], [5.2907, 0.8356, -2.1436], [5.4154, -0.3819, -2.9232], [6.8016, -0.9544, -2.5126], [7.5174, -0.0483, -1.4439], [6.4524, 1.0745, -1.2876], [-0.4832, 1.9872, -0.4938], [-0.5861, 1.9732, -2.0908], [0.0827, 2.7770, -2.8253], [-1.6141, 1.0491, -2.9383], [-1.1428, 0.2008, -4.1517], [-2.2760, -0.5884, -4.9178], [-3.7573, -0.4861, -4.4521], [-4.2090, 0.3342, -3.2073], [-3.1102, 1.1177, -2.4424], [-2.8044, -1.7329, -2.1370], [-3.2921, -3.2625, -1.1087], [-3.9871, -1.6340, -0.6241], [-2.1380, -2.5842, 0.8579], [-0.9219, -2.3142, -0.5418], [-2.7589, -0.1344, 0.6043], [0.6470, -0.6422, 2.7518], [0.2882, -2.0479, 1.6364], [-1.0905, -2.7422, 3.4210], [-0.9854, 0.2182, 4.5345], [-1.6068, -1.2446, 5.4783], [0.2410, -1.1235, 4.9465], [-2.8958, -0.5177, 3.6265], [1.6382, 2.6549, 0.8673], [1.0004, -1.3883, -0.3010], [0.3757, -0.5062, -1.7447], [2.6575, -0.8194, -2.1634], [3.3182, -0.2743, -0.5454], [2.1306, 2.2072, -1.4040], [2.2986, 1.3583, -3.0198], [4.4321, 2.6785, -1.2488], [4.3221, 2.4904, -3.0656], [4.6298, -0.7549, -3.6527], [7.2719, -1.9029, -2.9448], [8.5320, -0.1889, -0.9368], [6.6096, 1.9534, -0.5711], [-1.5854, 2.0437, -0.1383], [-0.0892, 3.0514, -0.2481], [-0.0445, 0.1446, -4.4962], [-2.0170, -1.2305, -5.8456], [-4.5311, -1.0570, -5.0774], [-5.3013, 0.3870, -2.8717], [-3.3718, 1.7584, -1.5250], [-3.2041, -1.3853, 8.1100], [-2.2008, -2.2584, 7.6130], [-4.1000, -1.4934, 7.4976], [-3.4401, -1.6461, 9.1445], [-2.8526, -0.3515, 8.0570], [-1.4198, -2.1429, 8.1723], [-5.3142, -3.8577, 1.1632], [-4.0717, -3.4298, 1.6995], [-5.1280, -4.6267, 0.4127], [-5.9361, -4.2739, 1.9600], [-5.8247, -3.0120, 0.6948], [-4.2631, -2.7501, 2.3602], [-1.4060, -1.4633, -9.0306], [-1.2010, -2.3244, -7.9174], [-1.0538, -0.4637, -8.7726], [-0.8434, -1.8341, -9.8901], [-2.4696, -1.4205, -9.2717], [-1.5200, -3.1996, -8.1721], [1.0268, -3.3163, 6.9623], [1.3266, -2.1501, 7.7171], [1.0581, -4.1828, 7.6236], [0.0269, -3.2262, 6.5305], [1.7675, -3.4404, 6.1681], [1.2920, -1.3998, 7.1088], [-5.6512, 3.5480, -3.8265], [-6.6827, 2.7395, -3.2756], [-4.7699, 2.9288, -3.9959], [-5.9852, 3.9707, -4.7781], [-5.4009, 4.3497, -3.1278], [-7.4488, 3.3104, -3.1356], [-2.7345, 5.5668, -2.1648], [-4.0664, 5.9653, -1.8716], [-2.4601, 4.7433, -1.5045], [-2.6691, 5.2336, -3.2037], [-2.0537, 6.4052, -1.9985], [-4.2835, 6.6932, -2.4683], [-3.4003, -0.1291, -12.5795], [-2.5482, -0.2106, -11.4464], [-3.4563, -1.1115, -13.0490], [-4.4011, 0.1794, -12.2667], [-2.9947, 0.5906, -13.2949], [-2.5162, 0.6699, -11.0503], [2.5150, -2.4565, 11.0692], [1.1864, -2.0608, 11.3748], [2.7985, -3.2787, 11.7271], [2.5688, -2.7898, 10.0300], [3.1946, -1.6154, 11.2283], [0.9623, -1.3341, 10.7793], [7.3042, 2.9016, 2.4130], [8.2244, 2.3960, 1.4570], [6.3784, 2.3302, 2.3437], [7.7205, 2.7961, 3.4181], [7.0966, 3.9540, 2.2028], [9.0352, 2.9148, 1.5353]], "forces_ev_per_a": [[0.5, -0.4, 1.5], [-1.8, -1.5, -1.2], [0.9, 0.5, 0.8], [1.5, 0.2, 1.1], [1.2, 0.2, 0.1], [1.4, 0.5, 2.0], [-0.6, 0.7, -1.1], [0.4, -0.2, 0.1], [0.7, 2.0, 0.2], [-0.4, 0.8, 1.9], [-0.4, -4.3, -4.0], [-2.4, 0.6, -0.2], [4.3, 8.1, 2.1], [-3.3, -3.1, 0.9], [-1.5, -3.4, -3.0], [0.9, -4.1, 2.0], [0.8, 2.5, 1.4], [0.4, 1.0, -3.2], [1.7, -1.7, 0.4], [-1.2, 0.8, 3.6], [-1.8, -2.3, -2.5], [-0.6, 3.1, -1.5], [-0.6, -1.2, 0.1], [1.3, -0.2, -1.3], [0.1, -0.3, -0.7], [-0.6, -0.2, -0.8], [-1.0, 1.2, -1.2], [2.8, -0.3, 2.0], [4.2, 0.4, 2.7], [-1.4, 2.2, 0.7], [-5.8, 1.2, -2.7], [2.3, -3.5, -1.0], [-1.0, 1.1, -1.2], [1.1, 1.5, -3.5], [-2.2, -2.9, 3.4], [-1.8, -1.2, 0.0], [-4.3, 0.1, 1.0], [-0.7, 2.1, 2.7], [2.2, 1.3, 1.4], [4.1, 0.3, -1.1], [0.8, -2.3, -3.1], [-0.5, -0.5, 1.5], [0.4, 1.7, -0.2], [1.2, -0.6, -1.1], [0.7, 1.2, -1.1], [-1.1, 1.0, 0.9], [0.7, -0.4, 0.0], [-1.3, -0.8, -1.1], [-1.0, 1.3, 0.5], [-0.9, 1.7, -0.6], [0.4, -1.8, 0.3], [1.4, 0.1, -0.9], [-1.6, 0.1, -0.2], [0.6, -0.6, -0.5], [-0.1, -2.1, 0.4], [0.0, 2.0, -0.4], [0.6, 0.7, 1.8], [-0.1, 1.1, 1.6], [-1.2, 0.3, -0.9], [1.0, -1.2, -0.8], [0.6, 0.1, 1.8], [0.2, -1.9, -1.2], [-0.2, -0.9, 1.6], [1.3, 0.7, 1.2], [-1.0, 1.6, 0.7], [-1.9, 0.4, -0.9], [-0.9, -1.4, -1.4], [1.9, -0.6, -0.4], [-0.3, -1.9, -0.5], [-2.0, 0.2, 0.8], [-0.4, 1.2, 1.8], [1.3, 1.0, 1.2], [1.8, -0.1, -0.7], [0.5, -1.2, -1.6], [0.2, 0.0, 0.1], [0.2, -0.1, 0.0], [0.1, -0.1, 0.0], [-0.2, 0.2, 0.0], [-0.2, 0.1, 0.1], [-0.1, -0.1, -0.2], [0.1, 0.2, 0.2], [-0.2, 0.0, 0.1], [0.0, 0.1, 0.1], [-0.2, -0.1, -0.2], [-0.2, -0.1, -0.1], [0.4, -0.1, -0.1], [-0.2, -0.3, -0.1], [0.0, -0.2, 0.3], [0.0, -0.1, 0.1], [-0.1, 0.2, -0.1], [0.1, 0.1, -0.2], [0.1, 0.2, 0.1], [0.0, 0.1, -0.2], [-0.1, 0.3, 0.2], [0.0, 0.2, 0.0], [0.0, -0.2, -0.1], [-0.1, -0.2, 0.0], [0.1, -0.1, 0.2], [-0.2, 0.3, 0.0], [-0.2, -0.2, 0.1], [-0.2, 0.0, 0.0], [0.2, 0.1, -0.1], [0.2, 0.0, -0.1], [0.2, -0.2, 0.0], [-0.1, 0.2, -0.2], [-0.2, 0.1, 0.0], [-0.1, 0.1, 0.0], [0.2, -0.1, 0.0], [0.2, -0.2, 0.0], [0.0, -0.2, 0.2], [0.0, 0.2, 0.1], [0.1, 0.1, 0.1], [0.1, 0.1, 0.1], [-0.1, 0.0, -0.2], [-0.2, -0.1, -0.2], [0.0, -0.3, -0.1], [-0.1, 0.1, -0.2], [-0.2, 0.1, 0.0], [-0.1, 0.1, 0.0], [0.2, 0.0, 0.0], [0.2, -0.1, 0.0], [0.0, -0.2, 0.1], [0.1, 0.1, 0.0], [0.2, 0.0, -0.2], [0.1, 0.1, -0.1], [-0.2, 0.1, 0.1], [-0.2, 0.0, 0.2], [-0.2, -0.2, -0.1]], "e_tot_ha": -3548.0767, "smiles": "CCN[C@]1(C[C@@H](C)O)OC(=O)[C@@H](S(=O)(=O)C(F)(F)C(F)(F)F)[C@]1(CCCCn1cccc1)CC(=O)c1ccccc1.CO.CO.CO.CO.CO.CO.CO.CO.CO", "spin_multiplicity": 1, "homo_energy_ev": -7.44, "homo_lumo_gap_ev": 6.97}